(1)
Density functional theory data (the ωB97M-V functional and the def2-TZVPD basis) for a molecular structure, C15H33O6V.

The calculation puts the total energy at -1986.4311 Ha. For the energy above the lowest of the compared OMol25 structures with the same formula, charge and spin, the calculation gives 0.611 eV. As for the multiplicity: 4. Its expectation value of S² is 3.91. The max |F| comes out at 2.86 eV/A. The value obtained for the LUMO energy (alpha / beta) is -4.0 / -6.0 eV. Its total charge is +1.

Geometry (Å):
V 0.20881 -0.11486 0.42026
C -2.39117 3.08864 2.00918
C -1.86545 1.74311 2.54777
O -0.96638 0.99761 1.82700
H -1.57093 3.69572 1.62610
H -2.80174 3.71932 2.79770
H -3.07987 3.17330 1.16857
H -2.76793 1.14465 2.67212
H -1.54067 1.93057 3.57123
C -1.24198 -3.88001 2.27801
C 0.12601 -3.18484 2.14358
O 0.03358 -1.87503 1.60877
H -1.01954 -4.91606 2.53340
H -1.74161 -3.78277 1.31416
H -1.93484 -3.42343 2.98482
H 0.81202 -3.82635 1.59045
H 0.57704 -3.12232 3.13391
C 0.16932 2.35537 -3.27654
C 0.32655 2.63310 -1.77312
O 0.40388 1.51275 -0.97659
H 0.42725 3.21801 -3.89090
H -0.83901 2.05880 -3.56537
H 0.88538 1.58455 -3.56145
H -0.52784 3.16148 -1.35010
H 1.24041 3.21035 -1.63259
C 1.29105 -3.62643 -1.46445
C 1.62112 -2.18279 -1.79512
O 1.19107 -1.35285 -1.04361
C 2.20244 -1.81982 -3.14188
H 1.19262 -4.39769 -2.22836
H 0.26986 -3.58938 -1.08510
H 1.90133 -4.10521 -0.69866
H 1.65252 -2.41047 -3.87456
H 3.20858 -2.23739 -3.10444
H 2.21784 -0.75591 -3.37845
C 3.00204 2.80750 1.37281
C 2.88860 1.36687 1.62408
O 2.25699 0.48472 0.97338
C 3.79485 0.96844 2.76859
H 2.31765 2.96914 0.53999
H 4.01821 3.13744 1.15689
H 2.62174 3.47279 2.14796
H 3.64604 1.55778 3.67338
H 4.84877 1.08109 2.51429
H 3.64178 -0.08348 3.00968
C -2.84742 -0.42914 -2.71131
C -2.55070 -0.34852 -1.25063
O -1.43434 -0.68951 -0.88973
C -3.58350 0.05573 -0.25665
H -2.62468 0.55802 -3.11629
H -3.89942 -0.67586 -2.85451
H -2.19125 -1.09215 -3.27518
H -4.54137 -0.39174 -0.52188
H -3.70437 1.09612 0.04514
H -3.32934 -0.46872 0.66447

Computed Mulliken charges, given in elementary charges: 1.34 -1.05 -0.40 -0.34 0.25 0.38 0.27 0.32 0.36 -1.08 -0.27 -0.82 0.39 0.24 0.28 0.22 0.32 -0.81 -0.36 -0.25 0.40 0.14 0.12 0.34 0.24 -1.01 0.78 -0.19 -1.16 0.41 0.26 0.30 0.39 0.35 0.21 -0.79 1.03 -0.53 -1.34 -0.13 0.40 0.38 0.39 0.38 0.33 -1.20 1.01 -0.21 -1.04 0.22 0.42 0.29 0.46 0.10 0.25

***

(2)
Density functional theory data (the ωB97M-V functional and the def2-TZVPD basis) for 3 unconnected molecules or ions with the total composition C3H8N2O2.

The calculation puts the total energy at -379.0716 Ha. For the energy above the lowest of the compared OMol25 structures with the same formula, charge and spin, the calculation gives 1.890 eV. The max |F| comes out at 2.07 eV/A. The value obtained for the LUMO energy is 0.8 eV. The SMILES is c1c[nH]cn1.O.O.

Geometry (Å):
C 1.84689 -1.49724 0.64951
C 1.15018 -0.57358 1.43877
N 0.02677 -0.16098 0.72991
C -0.02132 -0.87099 -0.35320
N 1.08614 -1.63092 -0.46983
H 2.55327 -2.28378 0.85929
H 1.21471 -0.45099 2.50898
H -0.79952 -1.01910 -1.09130
H 1.15646 -2.43372 -1.07570
H -0.10440 3.06969 0.63426
H -1.51971 2.34764 0.38806
O -0.65958 2.57459 0.06107
H -2.88431 0.32467 -1.37101
H -1.70195 1.11739 -0.82842
O -2.31639 1.06802 -1.57231

Computed Mulliken charges, given in elementary charges: -0.29 -0.41 -0.37 -0.03 -0.08 0.34 0.35 0.27 0.26 0.29 0.31 -0.63 0.32 0.31 -0.63

***

(3)
Density functional theory data (the ωB97M-V functional and the def2-TZVPD basis) for 19 unconnected molecules or ions with the total composition C9H56O19.

The calculation puts the total energy at -1806.0592 Ha. As for the multiplicity: 2. Its expectation value of S² is 0.75. The max |F| comes out at 2.02 eV/A. The value obtained for the LUMO energy (alpha / beta) is 1.9 / 1.9 eV. Its total charge is -1.

Geometry (Å):
O -3.08196 -0.42969 1.21536
H -3.67430 -0.00656 0.59381
H -3.52317 -0.34818 2.06090
O 5.17540 1.74988 0.84632
H 5.25968 0.82775 1.08881
H 4.44908 2.07285 1.37959
O 1.13897 4.28955 1.65844
H 1.86139 3.68632 1.83296
H 0.38214 3.88727 2.08460
O 1.47082 -4.29682 -2.14333
H 0.95901 -4.36210 -1.33709
H 2.35400 -4.07344 -1.84951
O 1.60372 -2.52257 1.46958
H 1.58782 -3.33932 0.97068
H 0.82641 -2.04710 1.17642
O 3.74667 1.66122 -3.40301
H 4.03752 0.84530 -3.81033
H 4.38623 1.82470 -2.70985
O -1.73670 -2.91249 1.04982
H -1.84757 -3.09973 0.11768
H -2.41397 -2.26539 1.24682
O 3.90379 -1.88793 2.85016
H 3.91114 -2.71167 3.33764
H 3.10027 -1.92335 2.33119
O -0.32996 1.85599 -4.44573
H -0.97497 1.64597 -3.77038
H -0.73929 1.57516 -5.26415
O -0.95602 2.73113 2.44129
H -1.85473 2.80510 2.76236
H -0.60464 1.96033 2.88696
O 3.63679 4.13170 -1.44864
H 2.69316 3.97651 -1.48998
H 3.71790 5.05314 -1.20248
O 1.55838 3.33572 -3.00259
H 2.38316 2.86316 -3.11515
H 0.93746 2.87193 -3.56436
O 3.00622 1.84146 2.73283
H 3.58307 1.41634 3.36745
H 2.15065 1.43752 2.87795
O 1.39093 -0.16175 -5.22943
H 1.19391 0.70966 -4.88584
H 2.12442 -0.46948 -4.69696
O -2.66618 1.44026 -3.00380
H -3.55682 1.16565 -3.22190
H -2.56170 1.20560 -2.08171
O -2.12200 3.22433 -0.15963
H -1.81066 3.22594 0.74552
H -1.41569 3.63649 -0.65710
C 1.79302 0.69700 -0.33577
C 0.26578 0.42793 -0.41408
C -0.00705 -0.58420 -1.48617
O -0.27693 -0.10824 0.81551
H 2.33518 -0.04243 0.25365
H 2.00031 1.71074 0.00699
H 2.32931 0.74589 -1.28345
H -0.21784 1.35802 -0.71265
H 0.55466 -1.51583 -1.41803
H 0.18382 -0.20276 -2.48926
H -1.03246 -0.94984 -1.54032
H -1.21690 -0.01017 0.64684
C 0.25910 0.71505 5.39938
C 0.33796 -0.19993 4.17057
C -0.95333 -0.98081 3.76612
O 0.72677 0.52983 3.05157
H 0.20759 0.11944 6.31080
H -0.62163 1.35721 5.39201
H 1.12071 1.37403 5.50657
H 1.10430 -0.88325 4.53647
H -1.28916 -1.68883 4.52375
H -0.69853 -1.48284 2.83277
H -1.75975 -0.28737 3.52752
H 0.41526 0.11732 2.24263
C -5.02490 -3.42557 -0.83888
C -3.97072 -3.51860 -1.90683
C -3.58192 -2.32654 -2.72573
O -2.71842 -3.99823 -1.32662
H -5.24769 -4.42581 -0.46742
H -6.00820 -3.10471 -1.18280
H -4.69437 -2.70304 -0.09270
H -4.33169 -4.26887 -2.61032
H -3.16327 -1.57980 -2.05103
H -4.42704 -1.92979 -3.28828
H -2.82188 -2.49925 -3.48770
H -2.22969 -4.53187 -1.95746

Computed Mulliken charges, given in elementary charges: 2.89 -1.01 -0.67 -0.63 0.29 0.38 -0.73 0.29 0.38 -0.62 0.29 0.31 -0.70 0.20 0.24 -0.62 0.26 0.27 -0.68 0.25 0.08 -0.61 0.28 0.40 -0.77 0.34 0.31 -0.49 0.21 -0.03 -0.59 0.35 0.26 -0.65 0.38 0.34 -0.64 0.26 0.24 -0.63 0.36 0.26 -0.56 0.27 0.19 -0.48 0.28 0.30 -1.06 1.09 -0.86 -0.60 0.06 0.10 0.32 -0.08 0.34 0.21 -0.15 -0.32 -1.74 0.72 -1.36 0.67 0.46 0.31 0.32 0.32 0.47 0.22 0.18 -0.25 -1.64 0.71 -1.49 -0.49 0.34 0.46 0.23 0.28 0.16 0.46 0.33 0.25